Record 1
{
  "formula": "C4H6N2",
  "method": "ωB97M-V/def2-TZVPD",
  "species": ["H", "N", "N", "C", "C", "C", "C", "H", "H", "H", "H", "H"],
  "coordinates": [[-2.595, 0.042, -0.269], [-1.635, -0.288, -0.175], [-1.488, -0.844, 0.921], [-0.137, -1.337, 1.151], [0.731, -1.062, 0.195], [0.627, -0.188, -0.795], [0.957, 1.226, -0.405], [0.007, -1.841, 2.096], [0.407, -0.433, -1.830], [1.420, 1.215, 0.585], [1.651, 1.665, -1.122], [0.055, 1.845, -0.351]],
  "lowdin_charge": [0.076, 0.035, -0.027, -0.167, -0.064, -0.173, -0.093, 0.075, 0.110, 0.081, 0.072, 0.076],
  "energy_ha": -265.380031,
  "e_lumo_ev": 0.35,
  "gap_ev": 9.67,
  "e_homo_ev": -9.323,
  "de_lowest_kj_mol": 408.37
}


Record 2
{
  "formula": "C4H6N2",
  "method": "ωB97M-V/def2-TZVPD",
  "species": ["C", "C", "C", "N", "N", "C", "H", "H", "H", "H", "H", "H"],
  "coordinates": [[0.792, 0.944, 0.665], [0.739, -0.381, -1.071], [-0.228, 0.581, -0.504], [-1.354, -0.206, -0.038], [-1.048, -1.476, -0.026], [0.162, -1.593, -0.570], [1.602, 0.220, 0.802], [1.261, 1.891, 0.407], [0.232, 1.016, 1.595], [-0.542, 1.488, -1.023], [-2.229, 0.092, 0.369], [0.613, -2.576, -0.605]],
  "lowdin_charge": [-0.052, 0.008, -0.372, -0.027, 0.064, -0.214, 0.069, 0.080, 0.081, 0.137, 0.146, 0.079],
  "energy_ha": -265.377617,
  "e_lumo_ev": -0.05,
  "gap_ev": 8.42,
  "e_homo_ev": -8.466,
  "de_lowest_kj_mol": 414.71
}


Record 3
{
  "formula": "C4H6N2",
  "method": "ωB97M-V/def2-TZVPD",
  "species": ["N", "C", "C", "C", "N", "C", "H", "H", "H", "H", "H", "H"],
  "coordinates": [[-0.759, -1.347, 0.402], [0.050, -0.277, -0.990], [-1.016, -0.005, -0.058], [0.015, 0.939, 0.662], [1.099, 0.183, 1.188], [1.137, 0.424, -0.235], [-1.194, -2.097, -0.121], [0.043, -0.254, -2.089], [-2.008, 0.359, -0.309], [-0.152, 1.981, 0.876], [0.751, -0.774, 1.342], [2.033, 0.867, -0.669]],
  "lowdin_charge": [0.089, 0.000, -0.374, -0.186, 0.048, -0.224, 0.047, 0.127, 0.134, 0.124, 0.083, 0.130],
  "energy_ha": -265.333010,
  "e_lumo_ev": 0.60,
  "gap_ev": 8.84,
  "e_homo_ev": -8.238,
  "de_lowest_kj_mol": 531.83
}


Record 4
{
  "formula": "C4H6N2",
  "method": "ωB97M-V/def2-TZVPD",
  "species": ["N", "C", "C", "N", "C", "C", "H", "H", "H", "H", "H", "H"],
  "coordinates": [[-2.495, -1.077, -0.648], [-1.403, -0.731, -0.476], [-0.103, -0.265, -0.010], [0.619, -1.145, 0.867], [0.773, 0.688, -0.785], [-0.106, 1.217, 0.299], [0.000, -1.555, 1.560], [1.030, -1.906, 0.334], [0.555, 0.941, -1.816], [1.827, 0.567, -0.550], [0.297, 1.519, 1.257], [-0.994, 1.747, -0.032]],
  "lowdin_charge": [0.144, -0.161, -0.532, 0.082, -0.072, -0.076, 0.089, 0.090, 0.109, 0.109, 0.110, 0.111],
  "energy_ha": -265.485560,
  "e_lumo_ev": 0.93,
  "gap_ev": 11.15,
  "e_homo_ev": -10.216,
  "de_lowest_kj_mol": 131.31
}


Record 5
{
  "formula": "C4H6N2",
  "method": "ωB97M-V/def2-TZVPD",
  "species": ["N", "C", "C", "C", "C", "N", "H", "H", "H", "H", "H", "H"],
  "coordinates": [[2.155, -0.019, 0.096], [0.752, 0.113, -0.224], [-0.275, 1.127, -0.082], [-1.625, 0.618, 0.027], [-1.360, -0.741, 0.127], [-0.039, -1.014, 0.023], [2.396, 0.637, -0.706], [2.428, 0.148, 1.122], [-0.296, 2.220, 0.090], [-2.534, 1.063, 0.234], [-2.069, -1.645, -0.223], [0.315, -1.888, -0.432]],
  "lowdin_charge": [0.025, -0.360, -0.063, -0.089, -0.186, -0.007, 0.097, 0.114, 0.092, 0.063, 0.149, 0.166],
  "energy_ha": -265.443941,
  "e_lumo_ev": 0.94,
  "gap_ev": 9.02,
  "e_homo_ev": -8.076,
  "de_lowest_kj_mol": 240.58
}


Record 6
{
  "formula": "C4H6N2",
  "method": "ωB97M-V/def2-TZVPD",
  "species": ["C", "C", "N", "C", "C", "N", "H", "H", "H", "H", "H", "H"],
  "coordinates": [[0.566, -1.376, -0.239], [-0.139, -0.119, -0.701], [-1.524, 0.280, -0.483], [-0.463, 1.042, 0.178], [-0.297, 0.910, 1.612], [-0.165, 0.832, 2.760], [0.163, -1.811, 0.680], [0.528, -2.134, -1.029], [1.624, -1.143, -0.068], [0.188, 0.191, -1.691], [-2.032, -0.234, 0.228], [-0.325, 2.053, -0.189]],
  "lowdin_charge": [-0.050, -0.319, 0.068, -0.279, -0.184, 0.150, 0.080, 0.076, 0.085, 0.133, 0.103, 0.136],
  "energy_ha": -265.476684,
  "e_lumo_ev": 0.95,
  "gap_ev": 11.04,
  "e_homo_ev": -10.089,
  "de_lowest_kj_mol": 154.61
}